# 1
Molecular formula: C5H9N3OS
Method: DFT, ωB97M-V with the def2-TZVPD basis set

Its HOMO-LUMO gap (alpha / beta) is 7.1 / 8.1 eV. Its molecular weight is 159.2 g/mol.

Structure (XYZ):
```
19
Properties=species:S:1:pos:R:3:nbo_charge:R:1
C 1.62 -0.12 -0.30 0.14
C 0.25 -2.02 -0.02 0.74
C -3.30 0.62 0.06 -0.62
C 4.07 0.79 0.56 -0.74
C -1.90 0.75 -0.56 -0.27
N 1.43 -1.31 -0.11 -0.52
N -0.88 -1.22 0.13 -0.42
N -0.89 0.10 0.21 -0.20
O 0.19 -3.23 -0.04 -0.58
S 2.52 1.23 -0.35 0.38
H -3.28 0.94 1.10 0.22
H -4.00 1.25 -0.49 0.22
H -3.65 -0.41 0.02 0.20
H 4.62 1.72 0.70 0.23
H 4.64 0.10 -0.05 0.23
H 3.81 0.35 1.51 0.23
H -1.93 0.37 -1.59 0.18
H -1.62 1.81 -0.58 0.21
H -1.71 -1.71 -0.20 0.38
```



# 2
Molecular formula: C30H26MoN7O2S2
Method: DFT, ωB97M-V with the def2-TZVPD basis set

Its HOMO-LUMO gap (alpha / beta) is 6.6 / 6.6 eV. Its molecular weight is 676.7 g/mol. Its charge is +3.

Structure (XYZ):
```
68
Properties=species:S:1:pos:R:3:nbo_charge:R:1
Mo 0.69 0.15 0.21 1.13
C -2.57 -4.71 1.06 -0.15
C -1.88 -4.41 2.23 -0.18
C -0.81 -3.52 2.20 -0.24
C -0.48 -2.92 1.00 0.13
C -1.16 -3.21 -0.18 -0.23
C -2.20 -4.12 -0.14 -0.18
N 0.66 -2.05 0.90 -0.16
N 1.66 -2.42 1.52 -0.05
C 2.84 -1.66 1.25 0.27
C 4.01 -2.01 1.86 -0.17
C 5.17 -1.37 1.42 -0.07
C 5.08 -0.44 0.40 -0.22
C 3.83 -0.11 -0.12 0.14
N 2.71 -0.71 0.30 -0.52
H -3.39 -5.41 1.08 0.25
H -2.15 -4.89 3.16 0.25
H -0.23 -3.32 3.09 0.24
H -0.85 -2.75 -1.11 0.23
H -2.72 -4.38 -1.06 0.25
H 4.02 -2.78 2.62 0.28
H 6.13 -1.61 1.86 0.27
H 5.96 0.05 0.01 0.27
H 3.74 0.65 -0.88 0.24
O 1.91 1.91 -0.01 -0.89
S 1.22 2.49 -1.22 2.29
O 0.39 3.61 -1.00 -0.84
N 0.36 1.08 -1.47 -0.80
C -0.89 1.07 -2.14 0.15
C -1.20 1.60 -3.36 -0.16
C -2.51 1.47 -3.86 -0.17
C -3.48 0.83 -3.13 -0.15
C -3.17 0.29 -1.85 -0.02
C -4.11 -0.32 -0.99 -0.05
C -3.70 -0.74 0.25 -0.27
C -2.37 -0.60 0.63 0.12
N -1.44 -0.06 -0.15 -0.47
C -1.85 0.40 -1.38 0.10
C 2.33 2.75 -2.53 -0.34
C 2.71 4.06 -2.80 -0.16
C 3.62 4.28 -3.82 -0.19
C 4.12 3.21 -4.55 -0.12
C 3.71 1.90 -4.28 -0.18
C 2.81 1.66 -3.26 -0.23
H -0.45 2.12 -3.95 0.25
H -2.75 1.88 -4.82 0.26
H -4.49 0.74 -3.51 0.25
H -5.14 -0.43 -1.31 0.26
H -4.40 -1.20 0.94 0.26
H -2.05 -0.97 1.60 0.22
H 2.29 4.89 -2.23 0.26
H 3.93 5.29 -4.05 0.26
H 4.82 3.39 -5.35 0.25
H 4.09 1.08 -4.87 0.25
H 2.47 0.65 -3.05 0.23
C -0.93 -0.58 4.65 -0.42
N -1.73 0.40 3.92 -0.30
C -3.02 0.76 4.27 -0.05
C -3.40 1.76 3.44 -0.02
N -2.34 1.98 2.60 -0.47
C -1.33 1.15 2.89 0.24
S 0.26 1.26 2.16 0.13
H -1.49 -1.51 4.74 0.24
H -0.70 -0.20 5.64 0.26
H 0.00 -0.75 4.11 0.23
H -3.54 0.29 5.09 0.27
H -4.32 2.33 3.39 0.28
H -2.29 2.71 1.89 0.46
```



# 3
Molecular formula: C4H14O2S
Method: DFT, ωB97M-V with the def2-TZVPD basis set

Its HOMO-LUMO gap is 9.4 eV. Its molecular weight is 126.2 g/mol. Its SMILES is CCCCS.O.O.

Structure (XYZ):
```
21
Properties=species:S:1:pos:R:3:nbo_charge:R:1
C -0.61 2.24 0.29 -0.61
C -0.22 0.84 -0.12 -0.38
C -1.41 -0.16 -0.17 -0.42
C -1.06 -1.58 0.03 -0.52
S -2.35 -2.72 -0.54 -0.01
H 0.32 2.87 0.38 0.22
H -1.11 2.84 -0.52 0.20
H -1.24 2.32 1.20 0.21
H 0.48 0.57 0.70 0.18
H 0.27 0.88 -1.08 0.21
H -1.86 0.10 -1.14 0.20
H -2.11 0.11 0.59 0.20
H -0.77 -1.82 1.08 0.21
H -0.06 -1.61 -0.43 0.21
H -2.79 -2.05 -1.52 0.10
O 2.39 1.11 -0.51 -0.90
H 2.66 0.77 0.34 0.44
H 2.32 0.29 -0.99 0.47
O 2.48 -1.87 0.54 -0.95
H 1.87 -2.19 1.19 0.48
H 2.78 -0.95 0.68 0.46
```



# 4
Molecular formula: CH3F3OSi
Method: DFT, ωB97M-V with the def2-TZVPD basis set

Its HOMO-LUMO gap is 11.5 eV. Its molecular weight is 116.1 g/mol. Its SMILES is O=[Si](F)F.CF.

Structure (XYZ):
```
9
Properties=species:S:1:pos:R:3:nbo_charge:R:1
O -3.34 1.66 -0.10 -1.20
Si -3.54 0.19 -0.14 2.46
F -3.77 -0.82 1.07 -0.64
F -3.80 -0.75 -1.42 -0.64
C -0.14 -0.54 0.95 -0.11
F -1.05 -0.21 -0.07 -0.40
H 0.80 -0.37 0.58 0.18
H -0.35 -1.57 1.24 0.18
H -0.36 0.19 1.67 0.18
```



# 5
Molecular formula: C2H4N2S2
Method: DFT, ωB97M-V with the def2-TZVPD basis set

Its HOMO-LUMO gap is 8.1 eV. Its molecular weight is 120.2 g/mol. Its SMILES is N/N=C\C(=S)S.

Structure (XYZ):
```
10
Properties=species:S:1:pos:R:3:nbo_charge:R:1
N -0.42 0.63 1.40 -0.63
N 0.54 1.09 0.58 -0.19
C 0.82 0.50 -0.53 -0.08
C 0.30 -0.84 -0.98 -0.37
S 1.27 -1.92 -1.74 0.07
S -1.45 -1.11 -1.01 0.10
H -0.49 -0.40 1.41 0.35
H -0.33 1.04 2.29 0.38
H 1.60 1.02 -1.15 0.23
H -1.84 -0.01 -0.28 0.15
```



# 6
Molecular formula: C5H5NO
Method: DFT, ωB97M-V with the def2-TZVPD basis set

Its HOMO-LUMO gap is 11.3 eV. Its molecular weight is 95.1 g/mol. Its SMILES is N#C[C@H]1O[C@H]2C[C@H]21.

Structure (XYZ):
```
12
Properties=species:S:1:pos:R:3:nbo_charge:R:1
N 2.89 1.16 0.01 -0.30
C 2.02 0.41 0.16 0.25
C 0.91 -0.53 0.32 0.00
O 0.10 -0.25 1.45 -0.50
C -1.15 -0.38 0.49 0.09
C -1.06 0.81 -0.36 -0.44
C -0.24 -0.43 -0.67 -0.26
H 1.31 -1.54 0.37 0.22
H -2.04 -0.94 0.78 0.22
H -1.89 1.03 -1.00 0.23
H -0.54 1.66 0.04 0.24
H -0.31 -1.00 -1.59 0.24
```